ORCA calculation (wB97M-V/def2-TZVPD) on a cluster of 9 separate species, C37H83N3O23P2 in total at a distorted geometry.

Calculated values
Orbital gap: 0.346 hartree
LUMO energy: 0.47 eV
Spin multiplicity: 1
SMILES: CCOP(=O)(OCC)OCC.CCOP(=O)(OCC)OCC.CCOC(=O)OC.CCOC(=O)OC.CCOC(=O)OC.CCOC(=O)OC.CNC(C)=O.CNC(C)=O.CNC(C)=O

```
148
Properties=species:S:1:pos:R:3:forces:R:3
C -0.403 -2.334 -2.244 1.6688 -0.4117 0.4215
C -0.742 -2.311 -3.701 -0.5769 0.8867 -0.4687
O -1.453 -3.098 -4.287 -0.2727 -1.5156 0.0064
N -0.360 -1.188 -4.339 0.2844 -0.0090 0.4338
C -0.394 -1.085 -5.787 1.3563 -0.8740 0.6813
H 0.569 -1.812 -2.018 -0.7393 -0.6714 -0.3932
H -0.395 -3.355 -1.825 -0.0834 0.5208 -0.3081
H -1.139 -1.737 -1.764 -0.9686 0.3658 0.7211
H 0.196 -0.594 -3.762 0.6934 0.5528 -0.3762
H -1.388 -1.076 -6.140 -1.1013 0.5515 -0.4540
H 0.046 -2.000 -6.232 0.1139 0.5019 0.2000
H 0.204 -0.211 -6.024 -0.2348 0.0827 -0.4691
C -0.553 3.919 0.876 0.8364 0.1037 1.1858
C -1.127 3.463 -0.377 -0.1369 -2.0830 -1.6809
O -1.507 4.188 -1.282 -0.3914 0.8767 0.0908
N -1.129 2.101 -0.622 -0.5772 1.9787 0.1945
C -0.480 1.091 0.128 0.1574 -0.4027 0.7098
H 0.547 3.893 0.737 -0.5268 0.3636 0.2795
H -0.783 3.219 1.679 -0.0512 0.1366 0.0874
H -0.907 4.920 1.127 0.2650 -0.1054 -0.0770
H -1.499 1.910 -1.538 0.0003 -0.3786 -0.1285
H -1.070 0.583 0.906 -0.1183 0.1533 -0.3382
H 0.442 1.422 0.568 0.3921 0.6376 0.5176
H -0.114 0.398 -0.580 0.0910 -1.3322 -0.7146
C 1.992 5.878 4.528 -1.1284 -0.3346 -3.0178
C 2.474 4.997 3.332 0.4372 -0.1038 -0.0606
O 2.406 5.369 2.172 -0.4288 0.6790 0.0922
N 3.025 3.790 3.606 0.0166 -0.3829 -0.6513
C 3.349 2.785 2.546 -0.4538 0.9067 1.6262
H 1.503 5.399 5.326 -0.3476 -1.0658 0.9845
H 1.234 6.500 4.032 0.1715 0.0206 0.2836
H 2.725 6.528 4.887 1.4465 0.8500 0.4875
H 2.965 3.545 4.549 0.1228 -0.8875 1.3840
H 2.803 1.845 2.692 0.1363 0.2940 0.2016
H 4.424 2.615 2.485 -0.0826 0.0065 -0.0325
H 2.981 3.309 1.698 0.0012 -0.0394 -1.1895
C 2.294 4.437 -1.298 2.3094 -1.0455 -0.2510
C 3.100 3.484 -2.205 -0.5480 0.8739 0.4252
O 2.297 2.313 -2.437 -0.3225 -1.7701 -0.0594
P 3.034 0.946 -2.777 3.4743 1.4763 -0.8251
O 2.325 -0.303 -2.945 -1.7792 -0.7716 0.1878
O 3.828 1.386 -4.130 -0.2777 -0.1012 0.7602
C 4.629 0.381 -4.861 -0.6714 0.5147 1.0675
C 4.037 0.266 -6.253 0.5363 -0.5881 0.6943
O 4.265 0.757 -1.713 -0.9188 -0.5235 0.0821
C 4.248 -0.405 -0.761 -1.3305 1.2786 -0.6077
C 3.421 -0.005 0.486 0.2098 -1.1319 -1.6447
H 2.684 5.429 -1.401 0.3279 0.6233 0.0329
H 1.329 4.438 -1.684 -2.0472 0.0226 -0.2096
H 2.393 4.147 -0.253 -0.3634 0.0240 -0.0963
H 3.301 3.948 -3.174 0.1311 -0.1464 0.1102
H 3.993 3.127 -1.728 0.7103 0.2798 0.1056
H 5.658 0.799 -4.907 -0.6005 -0.5741 0.2177
H 4.543 -0.515 -4.248 0.4885 -0.2671 -0.3449
H 4.473 -0.616 -6.776 -0.2997 0.8340 0.1362
H 2.948 0.199 -6.208 0.2018 -0.1150 -0.0352
H 4.344 1.214 -6.652 -0.1983 0.2295 -1.1537
H 3.784 -1.245 -1.297 0.1237 0.2152 0.2685
H 5.275 -0.638 -0.579 0.6837 0.1065 0.2122
H 3.660 0.985 0.822 0.2735 0.3356 0.1503
H 2.386 -0.030 0.122 -0.0008 0.0912 0.5301
H 3.577 -0.750 1.266 -0.1893 0.1210 0.1439
C -0.696 -7.796 2.934 -0.9558 -0.6433 -0.6285
C -0.676 -6.962 1.658 0.8822 -1.5087 0.2865
O 0.486 -6.106 1.791 0.8050 -0.2282 -0.9816
P 1.815 -6.363 0.924 0.2985 0.6744 0.3752
O 1.630 -6.831 -0.446 -0.3497 -0.2164 -0.2199
O 2.587 -4.963 1.027 0.4599 -1.2647 0.5737
C 2.175 -3.817 0.324 -1.5249 0.8497 0.1132
C 1.175 -3.058 1.227 0.6883 -1.2854 0.1280
O 2.739 -7.279 1.828 -1.6220 0.1537 1.0404
C 3.933 -7.883 1.326 -0.8828 -1.4586 0.0157
C 4.844 -8.239 2.532 -2.3409 1.9733 -1.0236
H -0.532 -7.058 3.658 -0.1496 0.9766 1.6066
H -1.665 -8.321 3.139 0.8855 0.4145 -0.3453
H 0.152 -8.453 3.063 0.1094 -0.4818 -0.4687
H -0.684 -7.553 0.728 0.3539 0.3485 0.2463
H -1.522 -6.330 1.664 -0.8490 0.8646 -0.1303
H 3.012 -3.163 0.127 0.6003 -0.1346 0.1615
H 1.788 -4.110 -0.655 -0.2608 0.0646 0.0644
H 1.026 -2.055 0.911 -0.4101 0.8337 -0.3676
H 0.260 -3.614 1.393 -0.3870 0.0971 -0.5475
H 1.596 -3.053 2.229 0.4061 0.3114 0.1321
H 3.608 -8.770 0.687 0.7110 1.0228 0.8309
H 4.273 -7.097 0.704 1.5621 0.2724 -0.9021
H 4.914 -7.309 3.102 0.3495 -0.1389 0.0459
H 4.355 -8.954 3.161 -0.0023 -0.6970 0.1967
H 5.769 -8.516 2.136 1.5813 -0.7367 -0.1987
C -1.184 2.142 4.521 1.2131 0.6261 -0.8749
C -1.226 0.685 4.791 1.1703 -1.3051 -1.1296
O -0.227 0.349 5.783 -0.3481 -0.2642 0.8366
C 0.986 -0.036 5.484 1.3591 -0.7349 -0.7155
O 1.647 0.230 4.493 -0.8051 0.0403 0.5646
O 1.435 -0.847 6.474 0.0937 0.6266 -0.0816
C 2.797 -1.311 6.346 -1.4466 -2.1058 1.9461
H -1.870 2.409 3.717 -0.2275 0.1547 0.1980
H -0.150 2.456 4.189 -0.9983 -0.4939 0.2617
H -1.379 2.659 5.436 -0.4165 0.6565 0.4544
H -0.988 0.107 3.850 -0.4007 0.4085 0.9790
H -2.130 0.306 5.269 -0.1053 0.2619 -0.3933
H 2.775 -2.245 5.783 0.1211 0.0900 -0.0901
H 3.173 -1.552 7.381 -0.5483 0.4417 -1.0401
H 3.396 -0.621 5.878 1.3461 1.6655 -1.0615
C -3.065 -4.599 -0.493 1.0104 1.4142 -1.2857
C -3.999 -4.093 0.524 0.3410 1.9832 2.5299
O -4.668 -2.839 0.123 -0.5931 0.1776 -0.5548
C -4.159 -1.602 0.304 0.3914 -0.5406 0.8579
O -3.056 -1.375 0.775 -0.9554 -0.2455 -0.6828
O -5.076 -0.657 -0.047 1.3614 -1.0405 -0.3488
C -4.391 0.627 -0.281 -0.9855 -0.2287 -0.7155
H -3.570 -4.584 -1.482 0.6314 -0.0821 0.3660
H -2.709 -5.600 -0.275 0.0006 -0.1088 0.0692
H -2.188 -3.863 -0.451 -1.0305 -1.2294 -0.6118
H -3.385 -3.808 1.428 -0.8252 -0.4808 -0.5735
H -4.807 -4.760 0.827 -0.0126 0.1586 -0.2422
H -5.224 1.344 -0.548 1.1245 -0.7588 0.5979
H -3.718 0.496 -1.164 -0.4610 0.2852 0.9256
H -3.868 0.818 0.649 0.0874 0.7673 -0.2713
C -5.315 5.837 -1.241 -1.0874 0.1495 0.7220
C -4.583 4.870 -0.408 1.5855 -1.8527 -0.4773
O -4.404 5.305 0.962 -0.0924 -0.4649 -0.2257
C -3.861 4.403 1.802 0.7323 0.0686 -0.8150
O -3.639 3.232 1.548 -0.3388 1.5314 0.5997
O -3.441 5.016 2.922 -0.3215 -0.5950 0.6978
C -4.024 6.286 3.347 1.0354 -1.5219 0.5998
H -5.657 5.277 -2.095 -0.3748 0.0991 -0.4332
H -4.749 6.665 -1.560 1.0533 0.9121 -0.4847
H -6.140 6.278 -0.686 -0.4793 -0.2422 -0.1033
H -3.611 4.618 -0.886 -0.1268 0.6986 0.6844
H -5.025 3.875 -0.470 -0.6702 0.1196 0.7023
H -5.079 6.187 3.345 -0.9959 0.1080 0.1390
H -3.700 7.013 2.675 0.3109 1.4143 -1.1032
H -3.621 6.515 4.348 -0.2456 -0.4174 -0.4632
C -0.778 3.145 -4.256 -0.6234 -3.7435 1.5643
C -1.993 2.464 -4.852 -0.4243 -0.4884 -0.9260
O -2.432 1.443 -3.896 -0.0248 -0.3151 0.0492
C -3.141 0.385 -4.335 -0.3163 0.4201 -1.5168
O -3.356 0.117 -5.511 0.3102 0.3273 1.6302
O -3.632 -0.291 -3.291 1.2694 1.7987 -0.0388
C -4.292 -1.485 -3.617 1.6904 -1.2341 -0.0305
H -0.941 3.316 -3.198 -0.1163 -0.0205 0.1840
H -0.584 4.064 -4.633 0.7750 2.6515 -1.7180
H 0.047 2.413 -4.345 0.0174 0.7317 -0.0356
H -1.755 1.985 -5.839 -0.2969 0.2545 0.9566
H -2.855 3.127 -5.016 0.2941 -0.0780 0.1366
H -3.565 -2.099 -4.199 -0.8736 0.0066 0.5157
H -5.142 -1.262 -4.185 -1.4007 0.0913 -0.8556
H -4.534 -1.897 -2.649 -0.2085 -0.4744 0.0020
```
Positions in Å, forces in eV/Å.